[1]
82
Properties=species:S:1:pos:R:3:forces:R:3 method="wB97M-V/def2-TZVPD" total_charge=+1 e_lumo_ev="-3.772 / -9.586" gap_ev="8.1 / 2.3" relative_energy_kcal_mol=0.0 multiplicity=2
In 0.9051 -1.4725 3.5474 0.3 0.5 -0.6
N 0.1685 -1.0174 0.7607 -0.8 3.3 -1.7
S 0.3800 -1.6322 -0.6568 2.0 -7.1 -1.3
O 1.5637 -1.2311 -1.4090 -1.3 0.2 0.5
O -0.8094 -2.0242 -1.3605 0.9 1.1 -0.1
F 0.8727 -3.0929 -0.0695 -0.1 1.2 -0.4
S -0.4352 0.4237 0.0869 -2.5 4.9 2.7
O -1.8105 0.3990 -0.4078 2.6 -0.6 0.4
O 0.5008 1.3738 -0.5234 -1.0 -2.5 0.5
F -0.6495 1.1259 1.5293 0.3 -0.7 -0.5
C -4.1415 1.9450 2.6460 -1.0 -0.3 -1.4
O -3.5816 1.7380 3.9024 0.7 0.1 0.9
H -4.6354 2.9164 2.6218 0.3 0.1 0.1
H -3.4664 1.8423 1.7964 0.6 0.4 0.1
H -4.9217 1.2320 2.3797 -0.3 -0.2 0.4
H -3.3007 0.8278 4.0220 -0.3 -0.1 -0.2
C -2.6097 -3.7915 1.5243 0.9 0.4 0.0
O -2.4958 -4.9613 2.3549 -0.9 0.8 -0.6
H -3.5705 -3.5355 1.0777 -0.4 -1.3 0.3
H -2.4142 -2.8565 2.0493 0.4 0.1 0.6
H -1.8997 -3.8351 0.6984 0.1 -0.1 -0.1
H -1.6588 -4.9219 2.8233 0.0 0.1 -0.1
C 0.7572 4.6858 0.6218 -0.4 0.8 0.1
O 0.1596 5.8161 -0.0327 1.0 -0.5 0.4
H 1.7008 5.0057 1.0639 0.1 0.2 -0.4
H 0.1708 4.3773 1.4872 -0.3 -0.2 0.0
H 0.9313 3.8272 -0.0267 -0.1 0.0 -0.2
H -0.7015 5.5848 -0.3885 -0.3 -0.3 -0.1
C -0.0586 1.3342 -3.4983 -0.6 -0.9 -1.1
O -0.4217 1.3653 -4.8917 0.8 0.0 0.5
H 0.9420 0.9109 -3.4103 0.3 0.5 -0.3
H -0.1369 2.3238 -3.0480 0.1 0.0 0.2
H -0.6867 0.5910 -3.0071 -0.4 0.3 0.4
H -1.3690 1.4824 -4.9945 -0.2 0.1 0.2
C -0.0004 2.7738 3.9826 0.4 0.5 -0.1
O -0.1086 1.4286 4.4066 0.3 -1.1 -0.2
H -0.1713 3.4190 4.8443 -0.1 0.2 -0.2
H 1.0098 2.9343 3.6060 0.2 -0.2 0.3
H -0.6254 3.0326 3.1279 -0.4 -0.2 0.3
H -1.0219 1.1350 4.3708 -0.2 0.5 0.0
C 4.0899 1.0117 -1.8907 0.7 0.1 -0.4
O 3.6468 -0.0261 -2.7146 0.5 0.2 -0.6
H 3.2981 1.7437 -1.7313 -0.2 0.1 0.2
H 4.4242 0.5955 -0.9403 -0.2 0.0 0.4
H 4.9525 1.4900 -2.3546 -0.2 -0.1 -0.1
H 2.8900 -0.4444 -2.2975 -0.7 -0.4 0.5
C 0.3242 -2.0532 -4.6392 0.1 -0.9 -0.6
O 0.9659 -3.2979 -4.4613 -0.9 0.1 0.2
H 0.4850 -1.7040 -5.6591 0.4 0.4 -0.3
H -0.7558 -2.1626 -4.5413 0.3 -0.1 0.7
H 0.8068 -1.3521 -3.9582 -0.2 0.5 0.3
H 1.8580 -3.2834 -4.8156 0.4 0.2 -0.1
C -2.6946 3.5776 -0.5869 0.9 -0.9 0.9
O -2.5113 4.9379 -0.8657 -0.5 0.5 -0.7
H -3.7095 3.1801 -0.5787 -0.2 0.4 -0.2
H -2.1060 2.9611 -1.2663 0.0 0.3 -0.2
H -2.2681 3.4311 0.4054 -0.1 -0.6 0.2
H -3.1782 5.4102 -0.3618 0.0 0.3 0.0
C 4.1122 -1.9870 1.0177 0.0 -0.3 -0.6
O 3.3035 -2.5342 2.0544 -0.3 0.4 0.7
H 4.5131 -0.9911 1.2060 -0.2 0.1 0.5
H 4.9598 -2.6452 0.8266 -0.1 0.0 -0.2
H 3.4612 -1.9246 0.1457 0.3 0.0 -0.2
H 3.7818 -3.2447 2.4880 0.0 0.0 0.0
C -5.0629 -1.1108 -0.2069 0.3 -0.5 -0.7
O -5.8875 -0.9051 0.9145 0.0 0.5 0.4
H -4.6937 -0.2306 -0.7333 -0.4 0.7 0.4
H -4.1270 -1.6236 0.0151 -0.1 -0.5 0.2
H -5.6565 -1.6623 -0.9361 0.2 -0.3 -0.1
H -5.4602 -1.2281 1.7112 0.0 0.0 -0.1
C 2.6945 -5.8065 -1.5263 -0.9 -0.4 -1.6
O 1.9251 -6.9111 -2.0629 0.7 -0.1 0.8
H 2.1785 -5.3260 -0.6951 0.2 -0.1 0.2
H 3.7057 -6.1516 -1.3104 -0.3 -0.2 0.3
H 2.7893 -5.0936 -2.3454 0.2 0.5 0.2
H 1.2425 -6.6282 -2.6759 0.1 0.4 0.2
C 3.1774 1.9732 1.6354 0.9 -0.4 0.7
O 2.8497 0.9127 2.5531 -0.7 -0.5 -0.3
H 2.7896 2.9185 2.0152 -0.1 0.0 -0.4
H 4.2662 2.0119 1.6016 0.1 0.4 -0.1
H 2.8563 1.7256 0.6236 -0.5 0.0 0.4
H 3.4038 0.9676 3.3351 0.1 0.3 -0.1

---

[2]
86
Properties=species:S:1:pos:R:3:forces:R:3 method="wB97M-V/def2-TZVPD" e_lumo_ev=-0.130 gap_ev=7.5 smiles="NC(N)=O.NC(N)=O.NC(N)=O.NC(N)=O.NC(N)=O.NC(N)=O.NC(N)=O.CO.CO.CO.CO.CO" relative_energy_kcal_mol=273.6
N -2.0666 -3.7048 3.2577 0.2 -4.2 1.9
C -1.9796 -2.4418 2.9047 -0.3 5.9 3.2
N -1.3676 -2.1738 1.7307 2.3 -3.5 -1.3
O -2.3176 -1.4198 3.7327 1.1 -5.0 -3.7
H -2.1256 -3.8458 4.3387 -0.1 0.1 -3.1
H -1.8126 -4.5438 2.5857 -0.7 2.7 2.2
H -1.3016 -1.2668 1.3867 -0.2 1.6 -0.4
H -0.6146 -2.8368 1.2587 -2.7 1.7 1.5
N -0.3886 -3.4718 -1.9143 3.2 -1.2 2.9
C -1.3836 -2.7818 -2.3343 -4.9 5.3 3.0
N -1.7526 -3.0588 -3.5803 0.4 -1.9 -2.0
O -2.0556 -1.7788 -1.5103 3.7 -5.5 -4.0
H 0.0214 -3.1068 -1.0563 0.1 0.0 -0.4
H 0.2204 -4.0728 -2.4623 -0.6 0.4 -0.1
H -2.6476 -2.7698 -3.8583 -1.2 1.0 -0.5
H -1.2886 -3.7938 -4.2253 -1.1 1.7 2.0
N 1.3984 0.8892 0.3757 2.1 1.6 3.5
C 0.6454 -0.1058 0.0097 1.4 -6.1 -1.9
N -0.6336 0.0832 0.0837 -3.0 0.8 1.1
O 1.1344 -1.2668 -0.5293 -1.9 4.4 2.2
H 2.3514 0.6292 0.3187 1.6 -0.4 -0.2
H 1.2884 1.5922 1.1767 -0.5 -0.9 -1.7
H -1.2416 -0.5328 -0.4303 -0.6 -1.1 -0.6
H -1.0746 0.8912 0.5627 0.7 -0.3 -0.4
N -4.8116 1.4102 -2.8823 -4.8 -1.4 0.1
C -3.5566 0.9402 -2.9453 -1.0 -7.6 -5.7
N -2.6746 1.7342 -2.4983 5.0 2.8 2.6
O -3.2526 -0.2248 -3.6793 -1.5 5.5 3.5
H -5.7226 0.7742 -2.9893 3.4 1.5 0.1
H -4.9876 2.1932 -2.2323 0.5 -1.1 -1.2
H -1.6206 1.5352 -2.5643 -1.9 0.0 -0.7
H -2.7646 2.3412 -1.6653 -0.8 -1.0 -1.3
N -5.1986 3.0832 -0.8423 -2.5 0.6 -0.7
C -4.2876 2.7142 0.0107 -3.2 -5.1 5.5
N -3.0636 3.1522 -0.1283 2.3 1.5 0.6
O -4.6566 1.8162 0.9787 2.3 4.2 -4.6
H -6.0766 2.5532 -0.7973 0.5 1.0 0.2
H -5.1056 3.9852 -1.2433 -0.5 0.6 -0.6
H -2.6476 2.9612 0.7387 1.7 -0.3 1.2
H -2.5626 3.9052 -0.6223 -1.5 -0.4 0.0
N 3.6624 -2.4728 -0.1503 -2.8 -1.6 -0.9
C 4.3384 -1.3568 -0.0063 -2.9 4.8 -1.0
N 5.4294 -1.5738 0.5997 5.5 1.8 2.7
O 3.9464 -0.1148 -0.3213 1.3 -4.7 0.6
H 2.7294 -2.1738 -0.4533 -0.5 -0.8 0.1
H 3.7984 -3.3208 0.4677 -0.3 1.9 -1.2
H 5.9744 -0.8008 0.9807 -0.3 -0.4 -0.5
H 5.7124 -2.4738 0.8867 0.2 -0.8 0.1
N -0.1776 0.9972 -2.5363 -1.3 -2.2 0.9
C 0.9054 1.6802 -2.8293 2.4 1.8 -7.6
N 1.4814 2.2322 -1.7913 2.0 1.5 2.5
O 1.2454 1.8612 -4.1503 -1.1 -0.8 6.5
H -0.3666 0.2562 -3.1893 -0.4 -0.3 -0.6
H -0.3386 0.7262 -1.5563 0.2 0.4 -1.4
H 2.3404 2.7342 -1.8943 0.2 0.3 -0.9
H 1.4584 1.8372 -0.7863 -0.6 0.7 -2.6
C 1.3094 -1.4978 -4.0483 3.3 -1.1 0.5
O 0.0534 -1.2688 -4.5413 0.0 0.7 -0.3
H 1.5864 -1.0478 -3.0693 -0.5 0.3 -0.5
H 2.1014 -1.2578 -4.7743 -0.5 0.5 0.1
H 1.5504 -2.5788 -3.8733 -0.6 0.2 -0.1
H -0.4786 -1.8868 -4.0583 -1.2 0.1 -0.2
C 2.0384 -1.7658 2.8117 -1.1 0.1 0.0
O 0.8654 -1.3368 3.4747 0.5 1.2 1.2
H 2.0614 -1.2788 1.8297 0.5 -0.4 0.0
H 1.8204 -2.8368 2.7307 1.4 -0.3 -0.4
H 2.9164 -1.4778 3.4207 -0.4 -0.5 -0.3
H 0.1204 -1.6298 2.9627 -0.6 0.0 -0.2
C 1.1274 1.9622 3.3127 0.1 -0.3 1.6
O 1.2884 2.9332 2.3457 -0.1 1.6 -1.2
H 2.1344 1.6212 3.5887 -0.6 -0.4 0.5
H 0.6394 1.2082 2.7417 -0.7 -1.5 1.0
H 0.5444 2.3682 4.1847 0.5 -0.8 -0.6
H 2.1604 3.2542 2.4967 1.0 1.0 -0.6
C 4.7974 1.5362 2.1797 1.2 -0.9 -1.5
O 4.1114 2.1102 1.0597 0.5 -0.4 1.1
H 4.3964 0.6162 2.5717 -1.0 -0.5 -0.1
H 4.8804 2.1792 3.0157 0.0 1.2 0.5
H 5.8354 1.2112 1.9027 -0.5 0.7 0.1
H 4.2414 1.4352 0.3557 -0.2 0.2 0.1
C -2.2896 1.3592 2.6517 -3.9 0.4 2.8
O -1.5256 2.1992 1.8777 0.0 -0.4 -2.5
H -3.0456 2.1192 3.1177 0.5 -2.1 -0.6
H -1.8516 0.8532 3.5007 1.1 0.2 0.1
H -2.7836 0.5182 2.1397 0.0 0.9 -0.3
H -0.7656 2.3602 2.3587 2.4 1.1 1.1

---

[3]
88
Properties=species:S:1:pos:R:3:forces:R:3 method="wB97M-V/def2-TZVPD" e_lumo_ev=-0.032 gap_ev=9.4 smiles="NC(N)=O.NC(N)=O.NC(N)=O.NC(N)=O.NC(N)=O.NC(N)=O.NC(N)=O.NC(N)=O.CO.CO.CO.CO" relative_energy_kcal_mol=206.9
N -3.8218 -2.2805 6.4172 -4.9 4.3 8.2
C -3.0458 -2.8134 5.6403 3.3 -2.5 -5.9
N -3.7238 -3.0181 4.5123 -0.3 -1.2 -3.0
O -1.8778 -3.0061 5.7908 3.0 -0.7 0.6
H -4.8101 -2.3610 6.2250 0.3 0.5 1.2
H -3.3813 -2.0687 7.3010 -1.0 0.2 0.3
H -3.2972 -3.6123 3.8159 -0.6 0.1 -0.1
H -4.7058 -2.8019 4.6074 0.3 -0.7 -1.4
N -0.1393 4.1333 -2.4856 0.7 -1.9 1.3
C -0.3291 5.2210 -3.2158 0.0 1.3 1.6
N -1.1407 5.0019 -4.2212 -1.8 0.0 -2.9
O 0.0576 6.3274 -2.9108 0.9 0.9 0.0
H -0.5521 3.2820 -2.8391 0.6 -0.2 0.6
H 0.5694 4.1573 -1.7664 -0.3 -0.3 -0.2
H -1.5727 4.0994 -4.3590 0.0 0.5 -0.3
H -1.4341 5.8417 -4.6995 -0.2 -0.5 -0.1
N 0.8551 -5.6688 1.4030 4.9 3.0 -1.8
C -0.2695 -6.1912 1.7075 -4.8 2.1 -0.4
N -0.0926 -7.3052 2.3142 0.7 -5.0 2.8
O -1.3571 -5.6670 1.4889 -0.5 0.0 -0.5
H 0.8870 -4.8014 0.8867 0.1 -0.2 0.3
H 1.6856 -6.0378 1.8437 0.1 0.6 -0.6
H -0.8230 -7.8480 2.7522 0.1 0.4 -0.2
H 0.8671 -7.4391 2.5992 -0.6 -0.9 0.3
N 5.4391 4.4275 -1.3525 -0.4 2.6 1.0
C 5.7319 3.2559 -1.8566 -1.0 -0.3 1.0
N 6.4537 3.3681 -2.9475 2.1 -1.3 -3.2
O 5.3211 2.2463 -1.3427 -0.2 -2.1 0.1
H 4.8472 4.4262 -0.5342 0.3 0.6 -0.2
H 5.8852 5.2021 -1.8228 -0.7 0.5 1.0
H 6.7515 4.2331 -3.3755 -0.2 -0.3 0.3
H 6.6754 2.5088 -3.4298 0.1 0.3 0.1
N 5.0631 -1.0875 2.5686 -2.1 3.7 -0.2
C 5.8127 -2.1061 2.2676 1.5 0.9 -2.6
N 5.7644 -2.9583 3.2455 1.1 -4.2 1.9
O 6.4771 -2.1452 1.2269 -0.2 -0.8 0.7
H 5.1557 -0.3054 1.9363 -0.5 0.1 0.4
H 4.5031 -1.0947 3.4091 0.1 0.6 -0.5
H 6.3919 -3.7429 3.1418 -0.3 -0.1 0.5
H 5.2554 -2.7767 4.0987 0.4 -0.3 -0.3
N -4.7752 -2.2872 -0.3006 5.3 -0.9 0.7
C -6.0755 -2.3221 -0.2435 -0.6 -2.0 3.6
N -6.5667 -1.5510 -1.1178 -3.2 3.4 -4.3
O -6.7686 -2.9006 0.5813 0.1 -0.9 0.5
H -4.1746 -2.7861 0.3400 -0.5 -0.1 0.0
H -4.2601 -1.7984 -1.0189 -0.3 -0.2 0.1
H -7.5698 -1.4513 -1.0548 0.3 0.5 -0.4
H -5.9331 -0.9002 -1.5596 -1.0 0.2 -0.2
N -5.7916 2.7733 -2.9470 0.9 -4.3 -7.4
C -5.8594 3.4884 -1.9287 -5.2 0.1 4.4
N -4.7116 3.8112 -1.4530 2.8 2.3 2.4
O -6.9528 3.5999 -1.3379 0.6 1.6 0.0
H -4.8629 2.4998 -3.2346 -0.5 -0.1 -0.8
H -6.5720 2.6294 -3.5718 0.2 -0.1 0.5
H -3.8609 3.4299 -1.8416 0.0 0.7 0.7
H -4.8716 4.3485 -0.6129 1.3 -0.2 0.2
N -1.9415 -0.2638 -6.1829 -2.0 -0.4 -3.0
C -1.5116 -0.1110 -4.9705 1.7 0.6 1.3
N -0.3574 -0.7627 -4.8294 2.0 -1.2 1.1
O -1.9603 0.6167 -4.1285 -1.3 1.6 1.6
H -1.4428 -1.0020 -6.6587 -1.0 0.5 -0.9
H -2.8452 0.1275 -6.4072 0.2 -0.6 -0.4
H -0.1577 -1.5298 -5.4553 0.6 0.3 0.6
H 0.2731 -0.4507 -4.1046 -0.1 -0.6 0.0
C 0.0877 -0.3774 0.2433 1.7 1.2 0.2
O 1.2277 -0.3949 -0.6415 -0.3 -1.3 -0.6
H 0.4392 0.1865 1.1073 -0.8 0.6 0.1
H -0.7120 0.0884 -0.3326 -0.3 -0.1 0.6
H -0.1749 -1.3243 0.7150 0.1 -0.5 -0.9
H 1.9153 0.2445 -0.4414 -0.4 0.1 0.5
C 4.1983 -3.7493 -3.2918 0.4 0.2 1.0
O 4.8096 -4.3160 -2.1003 -0.5 0.1 -1.1
H 4.1997 -4.5020 -4.0803 -0.1 0.0 0.2
H 3.1908 -3.3925 -3.0780 -0.2 -0.3 0.0
H 4.7309 -2.8659 -3.6441 0.3 -0.1 -0.1
H 5.1297 -3.6024 -1.5437 0.0 0.1 0.0
C 4.2028 3.8832 3.4776 0.0 -0.4 1.0
O 3.1593 4.2623 2.6158 0.3 0.5 -1.0
H 3.9887 2.8534 3.7634 0.4 0.0 0.6
H 5.2341 3.9070 3.1255 -0.4 0.0 -1.2
H 4.2725 4.5761 4.3161 -0.4 -0.2 0.5
H 2.3452 3.8860 2.9584 0.0 0.1 0.0
C -2.4849 2.3525 3.6982 1.6 -0.7 0.1
O -1.0898 2.8418 3.6309 -1.3 0.4 -0.9
H -2.3302 1.3661 4.1355 -0.9 0.0 0.4
H -3.2372 2.9747 4.1829 0.5 0.2 0.5
H -2.8957 2.1835 2.7028 0.7 0.2 -0.3
H -0.7334 3.1162 4.4790 -0.6 -0.1 0.2